# C36H43F27NO14PbS

A molecular structure, C36H43F27NO14PbS at a distorted geometry (ωB97M-V/def2-TZVPD, the Open Molecules 2025 dataset).

Structure (ORCA input):
```
! wB97M-V def2-TZVPD RIJCOSX def2/J DEFGRID3
* xyz 1 1
Pb 2.9622 2.3404 2.3939
C -1.2219 0.3768 1.1602
F -1.5499 1.5355 1.7375
F -1.0207 -0.5736 2.0694
F -2.2136 0.0415 0.3323
S 0.3440 0.6225 0.1627
O -0.0365 1.5123 -0.9033
O 1.2532 1.2232 1.1614
O 0.8186 -0.6867 -0.2146
C 0.9969 -3.4195 -1.4521
C -0.0474 -4.3627 -0.8734
C -0.8181 -3.6923 0.2622
F -1.7661 -4.5102 0.7414
F 0.0299 -3.3117 1.2673
F -0.8768 -4.8043 -1.8546
F 0.5744 -5.4771 -0.3566
O 1.8533 -4.0275 -2.4012
C 1.6569 -3.7730 -3.7242
C 2.4976 -4.7691 -4.5266
F 2.3585 -4.4873 -5.8445
F 3.8017 -4.7113 -4.1743
F 0.3594 -3.9230 -4.0277
F 2.0145 -2.5008 -4.0258
H 1.6791 -3.0956 -0.6689
H 0.4689 -2.5501 -1.8488
H -1.3107 -2.7715 -0.0698
H 2.1126 -5.7737 -4.3229
C -2.4359 -2.6364 4.6971
C -3.7859 -2.1561 4.2064
C -4.9313 -2.5459 5.1289
F -6.1532 -2.2879 4.6070
F -4.8238 -3.8756 5.3970
F -3.7078 -0.8094 4.0435
F -4.0137 -2.7139 2.9851
O -2.2228 -2.0718 5.9816
C -1.2608 -2.6844 6.7200
C -1.1702 -1.9275 8.0461
F -2.3473 -1.9563 8.7225
F -0.1660 -2.3652 8.8318
F -1.5617 -3.9919 6.8776
F -0.0375 -2.5974 6.1077
H -1.6659 -2.3648 3.9702
H -2.3969 -3.7248 4.7560
H -4.8900 -2.0043 6.0796
H -1.0051 -0.8692 7.8056
C 0.1292 0.8876 -3.9857
C -1.0263 -0.0425 -4.3825
C -1.8674 0.4515 -5.5753
F -1.1198 0.6179 -6.7011
F -2.8384 -0.4484 -5.8327
F -0.5581 -1.2957 -4.6486
F -1.8415 -0.1751 -3.3013
O 0.7242 1.6610 -5.0051
C 1.7010 1.0353 -5.7107
C 2.1846 1.9421 -6.8324
F 2.5519 3.1843 -6.3790
F 3.2095 1.3541 -7.4747
F 2.7877 0.8331 -4.8633
F 1.3452 -0.1739 -6.1312
H 0.8916 0.3666 -3.4058
H -0.3341 1.5835 -3.2877
H -2.2790 1.4378 -5.3235
H 1.3754 2.1782 -7.5357
O 3.1009 -0.1633 2.7658
C 2.8187 -1.2621 3.1787
O 3.7703 -2.1147 3.5148
C 3.2529 -3.4238 3.8101
C 1.7267 -3.3360 3.6771
C 1.4601 -1.8521 3.4545
H 3.5120 -3.6419 4.8474
H 3.6895 -4.1732 3.1577
H 1.1422 -3.7613 4.4886
H 1.4191 -3.9279 2.8124
H 0.9833 -1.3021 4.2667
H 0.8810 -1.6308 2.5524
O 2.8679 3.8253 0.4047
C 2.7434 4.4044 -0.6521
O 2.7192 5.7170 -0.6930
C 2.7085 6.2373 -2.0325
C 2.9400 5.0234 -2.9314
C 2.6456 3.8241 -2.0522
H 3.4992 6.9677 -2.1843
H 1.7629 6.7073 -2.2735
H 3.9774 4.9757 -3.2710
H 2.3449 5.0461 -3.8412
H 3.3615 3.0083 -2.1461
H 1.6430 3.4349 -2.2084
O 4.4194 1.4236 0.7938
C 4.6587 0.6385 -0.1075
O 5.3886 0.9819 -1.1386
C 5.4234 -0.0638 -2.1611
C 4.1845 -0.9034 -1.7811
C 4.1999 -0.7883 -0.2780
H 6.3640 -0.5902 -2.0145
H 5.3428 0.3582 -3.1541
H 4.2196 -1.8952 -2.2175
H 3.3421 -0.3359 -2.1849
H 4.8989 -1.5020 0.1658
H 3.2292 -0.9006 0.2009
O -1.0605 5.3261 -2.8966
C -1.7742 4.5200 -2.3612
O -2.5479 3.7004 -3.1204
C -3.2594 2.7413 -2.3307
C -3.1145 3.2535 -0.8900
C -1.8864 4.1573 -0.8885
H -2.8040 1.7504 -2.3688
H -4.2966 2.7329 -2.6522
H -3.0877 2.4788 -0.1294
H -4.0310 3.8205 -0.7019
H -0.9573 3.6441 -0.6364
H -2.0077 4.9914 -0.2033
C -5.7865 1.2616 3.4207
C -4.6987 1.5689 2.3898
C -4.1978 3.0183 2.4068
C -3.8142 3.4325 3.7664
N -3.5541 3.7288 4.8419
H -6.6846 1.8252 3.1689
H -5.5047 1.5384 4.4362
H -5.9327 0.1852 3.4228
H -4.9841 1.2599 1.3856
H -3.8369 0.9715 2.6833
H -4.9285 3.7486 2.0583
H -3.2713 3.0934 1.8436
*
```

Values from the calculation:
Kohn-Sham gap, eV: 8.7
LUMO energy, eV: -3.8
HOMO energy, eV: -12.47